Computed, not measured: an isolated molecule of C17H29N5O7, with ωB97M-V/def2-TZVPD.

Calculated values
Total charge: 0
ΔE to the lowest compared entry with this formula, charge and spin (eV): 0.047
HOMO (eV): -9.087
Structure (SMILES): COCCOCC(=O)NC[C@@]1(OC)CCN(C(=O)CCCn2c(O)nnc2O)C1
Lowest unoccupied orbital energy (eV): 0.53

Each line ends with the Löwdin charge.
Cartesian coordinates (Å):
C 0.8526 -4.6360 -0.5902  -0.102
O -0.1867 -3.9541 -1.2533  -0.164
C 0.1740 -2.6349 -1.5772  -0.219
C -1.0180 -1.9053 -2.1336  -0.151
O -2.0500 -1.8715 -1.1467  -0.160
C -3.1533 -1.0396 -1.5055  -0.084
C -2.6815 0.3455 -1.9562  -0.479
O -2.8158 0.7492 -3.0989  0.066
N -2.0719 1.0059 -0.9551  0.094
C -1.3228 2.2249 -1.0972  -0.077
C 0.1675 2.0174 -1.4327  -0.442
O 0.3686 1.5682 -2.7588  -0.130
C -0.1151 2.4161 -3.7902  -0.073
C 0.9381 3.2938 -1.0588  -0.079
C 1.1773 3.1376 0.4408  -0.103
N 1.3340 1.6892 0.6000  -0.002
C 1.8409 1.1725 1.7264  -0.438
O 2.0816 1.8919 2.7011  0.024
C 2.2086 -0.3067 1.7365  -0.075
C 2.1979 -0.9025 3.1430  -0.143
C 0.8351 -1.4773 3.5434  -0.093
N -0.2734 -0.6695 3.0626  0.076
C -1.0936 -0.9459 2.0174  -0.437
O -1.0298 -2.1192 1.3977  0.107
N -1.8652 0.0624 1.7430  0.067
N -1.5348 1.0876 2.6302  0.119
C -0.5976 0.6307 3.3927  -0.442
O 0.0191 1.2613 4.3973  0.095
C 0.8401 0.9524 -0.5571  -0.047
H 0.4983 -5.6406 -0.3722  0.091
H 1.7511 -4.6995 -1.2155  0.090
H 1.1121 -4.1349 0.3504  0.083
H 0.5475 -2.1180 -0.6820  0.099
H 0.9757 -2.6179 -2.3289  0.139
H -0.7112 -0.8940 -2.4196  0.117
H -1.3959 -2.4163 -3.0251  0.146
H -3.7110 -1.4905 -2.3289  0.134
H -3.7852 -0.9692 -0.6207  0.136
H -2.1244 0.6057 -0.0152  0.079
H -1.7743 2.8515 -1.8673  0.131
H -1.3973 2.7634 -0.1510  0.132
H 0.3365 2.0590 -4.7131  0.095
H -1.2000 2.3519 -3.8817  0.072
H 0.1933 3.4540 -3.6307  0.090
H 1.8862 3.3007 -1.6007  0.134
H 0.3945 4.2090 -1.2932  0.125
H 2.0706 3.6478 0.7959  0.128
H 0.3357 3.4931 1.0404  0.127
H 1.5763 -0.8790 1.0557  0.094
H 3.2210 -0.3486 1.3239  0.137
H 2.9306 -1.7075 3.2140  0.116
H 2.5048 -0.1286 3.8453  0.110
H 0.6909 -2.4648 3.1074  0.123
H 0.7593 -1.5704 4.6259  0.132
H -1.5198 -2.0713 0.5400  0.095
H 0.8186 1.6939 4.0266  0.089
H 0.1378 0.1722 -0.2643  0.103
H 1.6522 0.5049 -1.1358  0.146

---

Computed, not measured: a structure of composition C17H30AsCrF7O16, with ωB97M-V/def2-TZVPD.

Calculated values
2S+1: 5
Total charge: 0
Expectation value of S²: 6.216
HOMO (alpha / beta) (eV): -10.433 / -10.603
Lowest unoccupied orbital energy (alpha / beta) (eV): -2.88 / -2.61

Each line ends with the Löwdin charge.
Cartesian coordinates (Å):
Cr -30.8299 -3.7311 10.6935  1.131
C -29.3663 -1.2163 12.3789  -0.138
O -30.1694 -2.4226 12.1451  -0.368
H -29.4850 -0.7302 13.3473  0.085
H -28.3037 -1.3345 12.1669  0.060
H -29.7673 -0.4911 11.6708  0.066
As -27.7506 -3.1323 8.5496  0.915
F -26.1698 -3.2270 7.6164  -0.282
F -28.6697 -2.9359 7.0665  -0.243
F -29.2927 -3.0946 9.5167  -0.368
F -26.9810 -3.4509 10.1229  -0.264
F -27.6269 -1.3683 8.6177  -0.250
F -27.9416 -4.8891 8.5717  -0.269
C -28.1045 2.0421 9.0126  -0.067
C -27.9017 1.8744 10.4751  -0.361
O -28.9620 2.6873 10.8452  0.143
C -29.9643 2.5568 9.9740  -0.535
O -31.1511 2.8761 10.1559  0.121
O -29.5171 1.9258 8.9001  0.106
F -26.7678 2.4654 10.8059  0.113
H -27.6203 1.3419 8.3320  0.137
H -27.7108 2.9935 8.6548  0.151
H -27.9882 0.8588 10.8612  0.156
C -25.2833 -0.4703 11.5622  -0.018
O -23.8584 -0.4170 11.4856  0.015
C -23.1609 0.7275 11.5578  -0.569
O -23.5116 1.8447 12.0009  0.078
O -21.9422 0.4908 11.1854  0.021
C -21.0057 1.5561 11.0519  -0.034
H -25.6928 -0.0406 10.6481  0.091
H -25.6094 0.0917 12.4374  0.085
H -25.7163 -1.4703 11.5369  0.066
H -21.1366 2.1730 10.1628  0.099
H -20.0003 1.2224 10.7955  0.091
H -20.9532 2.1459 11.9671  0.098
C -34.3049 -2.2336 14.0112  -0.119
O -33.2363 -1.3998 14.0317  -0.006
C -33.3326 -0.1694 13.4544  -0.491
O -34.2884 0.2212 12.7158  0.061
O -32.1695 0.4742 13.6380  -0.004
C -31.9680 1.7260 12.9562  -0.028
H -34.2096 -3.1627 14.5732  0.091
H -34.4599 -2.6188 13.0034  0.091
H -35.2476 -1.8608 14.4117  0.103
H -31.8540 2.5423 13.6694  0.101
H -32.7215 1.9145 12.1915  0.091
H -31.0048 1.6081 12.4597  0.053
C -25.2318 -3.6266 12.8977  -0.033
O -24.6262 -2.5355 13.5923  -0.044
C -23.3399 -2.6698 13.9325  -0.597
O -22.5603 -3.6082 13.7084  0.106
O -23.0685 -1.5813 14.5898  -0.013
C -21.7723 -1.1244 14.9643  -0.016
H -24.8443 -3.6160 11.8790  0.100
H -26.2731 -3.3443 12.7426  0.077
H -25.1369 -4.5277 13.5036  0.108
H -21.3923 -1.9124 15.6144  0.096
H -21.7474 -0.2160 15.5663  0.094
H -21.1036 -1.0135 14.1107  0.099
C -25.9298 0.1188 15.9739  -0.003
C -26.3867 1.5443 15.7470  -0.322
C -25.8700 2.1671 14.4742  -0.087
O -27.0434 2.5944 13.7828  0.100
C -28.0998 2.0774 14.4341  -0.581
O -29.2227 2.1298 14.0170  0.148
O -27.7683 1.5203 15.5580  0.122
H -25.5414 -0.4000 15.0974  0.064
H -26.7477 -0.5285 16.2906  0.094
H -25.1469 0.0938 16.7318  0.087
H -26.1865 2.1141 16.6545  0.154
H -25.1439 1.5907 13.9009  0.105
H -25.2653 2.9382 14.9517  0.136

---

Computed, not measured: a structure of composition C17H30AuN6O2P, with ωB97M-V/def2-TZVPD.

Calculated values
Total charge: 0
ΔE to the lowest compared entry with this formula, charge and spin (eV): 0.000
HOMO (eV): -8.774
Lowest unoccupied orbital energy (eV): 0.38

Each line ends with the Löwdin charge.
Cartesian coordinates (Å):
Au 0.4205 -0.7698 0.1189  0.703
N -0.7820 0.8576 3.2834  0.058
N 0.1595 1.8075 3.7143  -0.012
C 0.9189 2.5397 2.8778  -0.409
N 1.7174 3.4628 3.4305  0.193
N 0.7533 2.2599 1.5875  0.128
N 1.5609 2.8254 0.6589  -0.434
O 1.4379 2.3866 -0.4692  0.003
O 2.3722 3.7195 0.9311  0.011
H -0.2803 -0.0100 3.1036  0.041
H -1.1132 1.1635 2.3729  0.053
H 0.0665 2.0853 4.6754  0.140
H 1.8843 3.4471 4.4210  0.115
H 2.3414 3.9499 2.8047  0.084
N 4.4413 -1.7320 6.3490  0.143
C 3.8403 -1.6056 5.3765  -0.198
C 3.0927 -1.4390 4.1661  -0.254
C 3.4376 -0.4355 3.2602  -0.048
C 2.6932 -0.2678 2.1052  -0.159
C 1.5904 -1.0776 1.7957  -0.370
C 1.2883 -2.0900 2.7190  -0.168
C 2.0131 -2.2738 3.8872  -0.049
H 4.2863 0.2037 3.4689  0.113
H 2.9883 0.5207 1.4209  0.080
H 0.4525 -2.7546 2.5310  0.079
H 1.7497 -3.0587 4.5845  0.114
C 0.6837 1.0174 -3.3307  -0.111
C -0.0531 -0.3212 -3.3225  -0.555
C 0.9358 -1.4701 -3.5317  -0.123
P -0.9559 -0.5771 -1.7407  0.894
C -2.2755 0.7153 -1.6422  -0.521
C -1.7795 1.9520 -0.8876  -0.128
C -2.9025 1.1031 -2.9799  -0.100
C -1.8140 -2.2085 -1.9314  -0.557
C -2.7189 -2.4702 -0.7261  -0.133
C -2.5594 -2.4612 -3.2393  -0.106
H 1.3009 1.0851 -4.2289  0.084
H 1.3356 1.1106 -2.4611  0.053
H 0.0033 1.8682 -3.3321  0.060
H -0.7912 -0.3323 -4.1310  0.099
H 1.6840 -1.4767 -2.7360  0.069
H 1.4537 -1.3389 -4.4833  0.082
H 0.4508 -2.4464 -3.5481  0.062
H -3.0430 0.2408 -1.0213  0.096
H -1.0179 2.4880 -1.4520  0.060
H -1.3342 1.6882 0.0711  0.021
H -2.6143 2.6351 -0.7140  0.082
H -2.1812 1.6186 -3.6169  0.071
H -3.7328 1.7903 -2.8073  0.083
H -3.2865 0.2468 -3.5318  0.057
H -0.9779 -2.9120 -1.8695  0.092
H -3.6356 -1.8802 -0.7845  0.071
H -2.2156 -2.2334 0.2133  0.048
H -3.0102 -3.5215 -0.6998  0.081
H -3.4588 -1.8491 -3.3112  0.066
H -2.8780 -3.5050 -3.2796  0.083
H -1.9425 -2.2707 -4.1183  0.066

---

Computed, not measured: an isolated molecule of C17H30N2O4, with ωB97M-V/def2-TZVPD.

Calculated values
Total charge: 0
ΔE to the lowest compared entry with this formula, charge and spin (eV): 3.035
HOMO (eV): -8.139
Structure (SMILES): CCO[C@H]1OC(C(=O)N2CCN(C)CC2)=C[C@@H](C)[C@@H]1CCCO
Lowest unoccupied orbital energy (eV): 0.81

Each line ends with the Löwdin charge.
Cartesian coordinates (Å):
C 2.3135 -1.6931 -1.4219  -0.067
C 1.7661 -0.7529 -2.4888  -0.230
O 1.0237 0.3395 -1.9717  -0.077
C -0.2564 0.0572 -1.5303  -0.325
O -0.1648 -0.5154 -0.2321  -0.005
C -1.3597 -0.6372 0.4262  -0.168
C -1.3914 -1.5962 1.5805  -0.386
O -2.3412 -2.3546 1.7041  0.064
N -0.3793 -1.5675 2.4706  -0.036
C 0.7391 -0.6545 2.5069  -0.114
C 2.0517 -1.4576 2.5406  -0.165
N 2.1144 -2.4208 3.6209  -0.227
C 2.3799 -1.8431 4.9206  -0.099
C 0.9499 -3.2842 3.5785  -0.166
C -0.3763 -2.5104 3.5722  -0.114
C -2.4767 -0.0235 0.0425  0.026
C -2.5285 0.9810 -1.0691  -0.316
C -3.2949 2.2174 -0.5932  -0.052
C -1.1031 1.3403 -1.5205  -0.205
C -1.0898 2.0071 -2.9005  -0.145
C 0.0666 2.9875 -3.0843  -0.176
C 0.0002 3.6769 -4.4477  -0.279
O -1.1657 4.4501 -4.6157  -0.070
H 1.4994 -2.1721 -0.8850  0.066
H 2.9286 -2.4565 -1.8914  0.078
H 2.9179 -1.1337 -0.7126  0.077
H 1.1414 -1.3138 -3.1993  0.124
H 2.5888 -0.2846 -3.0361  0.123
H -0.7424 -0.6900 -2.1922  0.183
H 0.7311 -0.0058 1.6354  0.117
H 0.6583 -0.0363 3.4112  0.126
H 2.8994 -0.7748 2.6229  0.122
H 2.1415 -2.0127 1.6026  0.111
H 2.4974 -2.6516 5.6412  0.085
H 1.5989 -1.1637 5.2890  0.076
H 3.3177 -1.2908 4.8691  0.085
H 0.9792 -3.9639 4.4317  0.119
H 1.0158 -3.8765 2.6605  0.126
H -1.2215 -3.1862 3.4374  0.121
H -0.5034 -1.9658 4.5154  0.126
H -3.3850 -0.2197 0.5879  0.127
H -3.0696 0.5459 -1.9198  0.154
H -4.3083 1.9414 -0.3131  0.080
H -2.8045 2.6533 0.2747  0.088
H -3.3493 2.9697 -1.3756  0.071
H -0.6540 2.0117 -0.7816  0.163
H -2.0250 2.5479 -3.0548  0.108
H -1.0302 1.2363 -3.6720  0.130
H 0.0239 3.7483 -2.2990  0.119
H 1.0144 2.4597 -2.9918  0.108
H -0.0292 2.9332 -5.2469  0.120
H 0.8944 4.3022 -4.5886  0.114
H -1.2032 5.1026 -3.9071  0.088

---

Look up the total charge of the fourth one. 0